(1)
The following is a DFT calculation (wB97M-V/def2-TZVPD) of one molecule with the formula C6H9N3 in a non-equilibrium geometry.

```
18
Properties=species:S:1:pos:R:3:forces:R:3:nbo_charge:R:1
C 0.47846 1.93176 0.38458 -0.4 2.0 0.0 -0.56
C 0.37866 0.71613 -0.14025 1.8 -2.2 0.9 0.38
N -0.77563 0.02486 -0.48061 0.1 -1.2 -0.5 -0.44
C -2.04312 0.64019 -0.16893 -0.5 0.4 -0.9 -0.42
C -0.64443 -1.34152 0.09692 1.2 2.2 -0.5 -0.21
C 0.82367 -1.71555 -0.15617 -0.5 1.5 -1.6 -0.20
N 1.49656 -0.37854 -0.20231 -3.3 1.8 0.9 -0.49
C 2.76982 -0.05566 -0.09749 -1.0 -0.3 -0.1 0.43
N 3.85687 0.30580 -0.04989 1.1 0.2 0.1 -0.38
H -0.41974 2.63445 0.25237 1.5 -1.3 0.5 0.22
H 1.36868 2.38598 0.88242 -0.7 -0.7 -1.0 0.25
H -1.96335 1.61451 -0.66394 -0.5 0.2 0.7 0.22
H -2.93245 0.17212 -0.66989 1.1 -0.1 0.4 0.21
H -2.23869 0.66950 0.92109 0.1 0.4 -0.4 0.19
H -1.31226 -1.94188 -0.44645 -0.9 -1.2 -0.3 0.21
H -0.89940 -1.18808 1.13813 0.0 -0.8 0.6 0.18
H 1.15805 -2.39273 0.59825 0.7 -0.3 0.3 0.22
H 0.89831 -2.08132 -1.19782 0.1 -0.5 0.7 0.21
```
Positions in Å, forces in eV/Å.

Its LUMO energy is 0.8 eV. Its structure (SMILES) is C=C1N(C)CCN1C#N. As for the net charge: 0. Its energy above the lowest of the compared OMol25 structures with the same formula, charge and spin is 157.5 kJ/mol. The HOMO-LUMO gap comes out at 9.4 eV. The HOMO energy is -8.634 eV. As for the spin multiplicity: 1.

***

(2)
The following is a DFT calculation (wB97M-V/def2-TZVPD) of one molecule with the formula C6H9N3 in a non-equilibrium geometry.

```
18
Properties=species:S:1:pos:R:3:forces:R:3:nbo_charge:R:1
C -4.27964 0.03423 -0.00360 -0.8 -0.4 0.1 0.27
C -2.99824 0.57824 -0.03059 0.9 0.3 0.0 -0.46
C -1.89695 -0.21167 -0.01838 -0.1 -0.3 0.0 0.06
C 1.48046 -0.10997 0.00632 2.3 -0.7 0.1 0.28
C 1.64561 1.36477 0.02560 0.0 -0.1 0.1 -0.67
C 2.66044 -1.03174 0.00515 -0.2 -0.2 -0.1 -0.67
N -5.34704 -0.39807 0.04576 -0.2 -0.1 -0.1 -0.37
N 0.29924 -0.60886 -0.01483 1.3 -0.8 0.1 -0.22
N -0.63951 0.25868 -0.03034 -3.6 1.7 -0.2 -0.42
H -2.91137 1.65566 -0.04827 0.1 0.0 0.0 0.24
H -2.02741 -1.30231 -0.00065 -0.1 0.1 0.0 0.16
H 2.67908 1.64247 0.21294 0.1 -0.1 0.0 0.22
H 0.99532 1.79205 0.79003 0.0 0.1 0.0 0.26
H 1.32020 1.79062 -0.92559 -0.1 0.1 0.0 0.25
H 2.77169 -1.52163 -0.96553 0.1 0.0 0.0 0.23
H 2.54628 -1.81335 0.75603 0.1 -0.1 0.0 0.23
H 3.57615 -0.48825 0.21178 0.0 0.0 0.0 0.23
H 0.12570 -1.63086 -0.01583 0.1 0.5 0.0 0.38
```
Positions in Å, forces in eV/Å.

Its LUMO energy (alpha / beta) is 0.3 / 0.3 eV. As for the net charge: 0. Its energy above the lowest of the compared OMol25 structures with the same formula, charge and spin is 198.3 kJ/mol. The HOMO-LUMO gap (alpha / beta) comes out at 7.6 / 7.6 eV. The HOMO energy (alpha / beta) is -7.310 / -7.311 eV. As for the spin multiplicity: 1.

***

(3)
The following is a DFT calculation (wB97M-V/def2-TZVPD) of C6H9N3Ni as an isolated structure in a non-equilibrium geometry.

```
19
Properties=species:S:1:pos:R:3:forces:R:3:lowdin_spin:R:1
C -1.72188 -0.57735 -0.78881 0.9 -0.2 -0.6 0.02
C -1.13510 0.73528 -1.32606 -1.8 -0.2 1.4 0.12
N -0.18240 1.38944 -0.47929 1.4 -0.8 -2.5 0.64
C 1.01455 0.66191 0.01996 0.8 0.4 1.0 0.05
C 1.54670 -0.29171 -0.96046 -0.8 -0.3 0.1 0.02
N 1.82598 -1.16191 -1.65739 0.1 0.3 0.0 0.01
C 0.73572 0.00769 1.42943 -0.4 -0.8 0.0 0.03
C 1.00163 -1.46948 1.48667 -0.3 1.0 -0.4 0.00
N 1.13995 -2.60873 1.38073 0.1 0.1 0.4 0.03
H -0.99919 -1.39697 -0.84247 0.0 0.0 0.1 0.00
H -2.52187 -0.86007 -1.46977 -0.2 0.0 0.2 0.00
H -2.08356 -0.47684 0.23176 -0.2 0.1 -0.1 0.00
H -1.96852 1.44756 -1.44989 0.3 0.2 -0.2 0.02
H -0.72719 0.62501 -2.35592 0.3 0.1 0.1 0.07
H 0.08965 2.29650 -0.87806 -0.4 0.4 0.7 0.01
H 1.78607 1.41741 0.18653 -0.1 0.1 -0.1 0.00
H -0.31792 0.17020 1.67344 0.0 0.0 -0.1 0.00
H 1.34838 0.58208 2.20449 0.0 0.3 -1.0 0.00
Ni 1.18126 -0.48416 3.53501 0.2 -0.8 0.9 0.96
```
Positions in Å, forces in eV/Å.

Its LUMO energy (alpha / beta) is -9.6 / -12.6 eV. As for the net charge: +2. The HOMO-LUMO gap (alpha / beta) comes out at 10.3 / 6.5 eV. The HOMO energy (alpha / beta) is -19.912 / -19.126 eV. As for the spin multiplicity: 3.

***

(4)
The following is a DFT calculation (wB97M-V/def2-TZVPD) of C6H9N3O as an isolated structure in a non-equilibrium geometry.

```
19
Properties=species:S:1:pos:R:3:forces:R:3:nbo_charge:R:1
C 0.59259 1.79557 0.18067 0.6 -1.1 0.1 -0.05
C 1.33699 0.54526 0.12533 0.2 -0.7 -0.8 -0.11
C 0.49807 -0.46878 -0.11801 -4.1 2.6 1.2 0.16
C -3.30372 0.71298 0.03774 -0.5 -3.3 -0.5 -0.12
C 2.90584 0.44663 0.12903 -3.2 -0.5 1.0 -0.62
C 0.22097 -1.89437 -0.35217 2.2 -1.8 2.3 -0.13
N -0.69966 1.70733 0.12878 -0.6 1.1 0.1 -0.22
N -2.31762 -0.09672 -0.03533 0.9 2.0 -0.5 -0.25
N -1.07819 0.48367 -0.09002 4.9 -3.7 0.0 -0.09
O -0.74926 -2.49596 0.49699 -0.1 0.0 0.0 -0.73
H 1.16064 2.69328 0.22458 -0.3 0.9 0.2 0.20
H -4.20612 0.17524 -0.15433 -0.9 0.0 0.4 0.18
H -3.34612 1.72632 0.19016 0.6 2.4 0.2 0.19
H 3.15634 0.84221 -0.81809 0.9 0.0 -1.1 0.22
H 3.23316 1.19109 0.88648 0.4 -1.2 -0.1 0.23
H 3.05687 -0.67291 0.22685 0.8 1.7 0.2 0.23
H 0.02366 -1.95606 -1.38340 -0.5 -0.7 -1.4 0.19
H 1.17030 -2.58188 -0.07965 -1.7 1.8 -1.0 0.20
H -1.65474 -2.15291 0.40441 0.6 0.4 -0.4 0.50
```
Positions in Å, forces in eV/Å.

Its LUMO energy is 0.5 eV. As for the net charge: 0. Its energy above the lowest of the compared OMol25 structures with the same formula, charge and spin is 485.6 kJ/mol. The HOMO-LUMO gap comes out at 8.8 eV. The HOMO energy is -8.287 eV. As for the spin multiplicity: 1.

***

E per entry: -10835.9946; -10835.5719; -51857.1354; -12880.9115 eV